Record 1
BeH23O12 | ωB97M-V/def2-TZVPD

Its lowest unoccupied orbital energy is -3.52 eV. The orbital gap comes out at 9.85 eV. For the HOMO energy, the calculation gives -13.370 eV. As for the spin multiplicity: 1. As for the relative energy (zero: lowest compared OMol25 entry of this formula, charge and spin): 7.46 kcal/mol. The net charge is +1.

Cartesian coordinates (Å):
1 Be 14.146 14.750 -7.247
2 O 15.553 14.370 -6.740
3 H 16.302 14.217 -6.140
4 O 13.734 14.240 -4.262
5 H 14.535 14.753 -4.131
6 H 13.330 14.227 -3.422
7 O 13.526 16.190 -6.615
8 H 13.969 17.001 -6.485
9 H 12.558 16.362 -6.423
10 O 18.420 12.527 -5.930
11 H 18.070 11.865 -5.344
12 H 19.248 12.833 -5.583
13 O 15.786 15.997 -4.382
14 H 16.593 15.617 -4.658
15 H 15.897 16.953 -4.457
16 O 12.968 13.538 -7.371
17 H 12.049 13.567 -7.528
18 H 13.259 12.592 -7.355
19 O 18.357 15.001 -4.760
20 H 18.558 14.798 -3.852
21 H 18.252 14.199 -5.273
22 O 17.692 15.863 -7.728
23 H 18.561 15.563 -7.568
24 H 17.122 15.353 -7.173
25 O 15.313 12.139 -5.147
26 H 15.425 12.812 -5.803
27 H 14.363 12.328 -4.951
28 O 14.384 15.121 -8.998
29 H 15.008 15.737 -9.315
30 H 14.380 14.432 -9.690
31 O 16.472 12.779 -2.819
32 H 16.081 12.608 -3.673
33 H 17.315 13.236 -2.926
34 O 15.496 12.234 -9.166
35 H 16.146 12.949 -9.050
36 H 16.028 11.535 -8.772

natural (NBO) population analysis, charges in e, atoms 1 to 4:
1 Be 1.727
2 O -1.377
3 H 0.500
4 O -1.001



Record 2
BeH28O18S | ωB97M-V/def2-TZVPD

Its lowest unoccupied orbital energy is -1.91 eV. The orbital gap comes out at 7.34 eV. For the HOMO energy, the calculation gives -9.253 eV. As for the spin multiplicity: 1. As for the relative energy (zero: lowest compared OMol25 entry of this formula, charge and spin): 24.15 kcal/mol.

Cartesian coordinates (Å):
1 Be 1.889 -0.301 2.384
2 S 0.299 -0.155 -0.067
3 O 1.127 -0.307 1.106
4 O 0.073 -1.413 -0.682
5 O -0.972 0.381 0.351
6 O 0.912 0.726 -0.971
7 O -1.842 -2.648 -1.941
8 H -1.542 -3.546 -1.887
9 H -1.092 -2.271 -1.445
10 O 0.626 0.722 -3.526
11 H 1.283 0.029 -3.714
12 H 0.432 0.562 -2.595
13 O 2.139 -1.850 3.072
14 H 1.591 -2.609 3.124
15 H 2.705 -2.040 3.804
16 O -1.997 2.395 -0.463
17 H -2.892 2.296 -0.133
18 H -1.598 1.585 -0.060
19 O 3.447 0.315 2.064
20 H 4.213 -0.232 2.160
21 H 3.784 1.150 1.710
22 O -2.076 1.467 -2.896
23 H -2.745 2.082 -3.159
24 H -1.860 1.720 -1.999
25 O -4.318 1.405 0.706
26 H -3.944 1.835 1.435
27 H -3.861 0.547 0.669
28 O -3.046 -1.061 0.795
29 H -2.236 -0.585 0.453
30 H -3.373 -1.561 0.069
31 O 1.084 0.626 3.567
32 H 0.393 0.185 4.093
33 H 0.630 1.402 3.103
34 O -1.743 1.015 2.751
35 H -1.995 1.924 2.800
36 H -1.459 0.767 1.886
37 O 0.783 3.238 -1.425
38 H -0.046 3.555 -1.826
39 H 0.856 2.249 -1.446
40 O 1.577 -3.236 0.594
41 H 0.849 -2.710 0.309
42 H 2.295 -2.727 0.248
43 O 1.149 -2.559 -2.686
44 H 0.431 -2.790 -3.323
45 H 0.710 -2.042 -1.964
46 O 3.403 0.894 -1.433
47 H 3.498 0.759 -2.368
48 H 2.460 0.811 -1.246

natural (NBO) population analysis, charges in e, atoms 1 to 4:
1 Be 1.713
2 S 2.800
3 O -1.247
4 O -1.064



Record 3
Br2 | ωB97M-V/def2-TZVPD

Its lowest unoccupied orbital energy is -1.70 eV. The orbital gap comes out at 8.70 eV. For the HOMO energy, the calculation gives -10.398 eV. As for the spin multiplicity: 1. As for the relative energy (zero: lowest compared OMol25 entry of this formula, charge and spin): 0.00 kcal/mol. As for the SMILES: BrBr.

Cartesian coordinates (Å):
1 Br -1.157 0.000 0.000
2 Br 1.157 0.000 0.000

natural (NBO) charges, unit e, in atom order:
1 Br 0.000
2 Br 0.000



Record 4
Br2Cl2IMnO8 | ωB97M-V/def2-TZVPD

Its lowest unoccupied orbital energy (alpha / beta) is 6.69 / 6.68 eV. The orbital gap (alpha / beta) comes out at 6.43 / 6.48 eV. For the HOMO energy (alpha / beta), the calculation gives 0.262 / 0.201 eV. As for the spin multiplicity: 6. The net charge is -3.

Cartesian coordinates (Å):
1 Mn -1.842 15.693 16.441
2 I -2.066 17.315 18.570
3 Br -2.846 13.319 17.617
4 Br -3.142 15.681 13.989
5 Cl 1.162 13.759 15.622
6 O 2.001 14.367 14.778
7 O 1.918 13.134 16.670
8 O 0.083 14.640 16.082
9 O 0.454 12.733 14.906
10 Cl 0.334 18.673 14.643
11 O -0.187 19.736 15.337
12 O 1.694 18.461 15.145
13 O -0.509 17.642 15.128
14 O 0.156 18.862 13.245

natural (NBO) population analysis, charges in e, atoms 1 to 4:
1 Mn 1.422
2 I -0.781
3 Br -0.864
4 Br -0.841



| no. | electronic energy (eV) |
| --- | --- |
| 1 | -25342.53660 |
| 2 | -48549.03945 |
| 3 | -140084.63240 |
| 4 | -220919.13894 |